[1]
DFT (ωB97M-V/def2-TZVPD) results for a molecular structure, C3H8OSi at a distorted geometry.

Geometry (Å):
Si 0.860 -1.794 -1.233
O -0.437 -2.449 -0.601
C 0.624 0.406 -0.350
C -0.297 0.694 0.520
C -0.742 2.000 1.052
H -1.131 0.053 0.681
H -0.547 -2.821 0.263
H -1.688 2.323 0.555
H 1.430 1.058 -0.372
H 2.294 -2.096 -0.933
H 0.414 -2.049 -2.529
H -0.871 1.918 2.196
H 0.091 2.757 0.753

* HOMO energy: -8.9 eV
* spin multiplicity: 1
* LUMO level: 0.62 eV



[2]
DFT (ωB97M-V/def2-TZVPD) results for C3H8P2 in the gas phase at a distorted geometry.

Geometry (Å):
P -1.917 0.556 0.302
P -0.459 -0.876 0.917
C 0.750 0.053 -0.241
C -3.040 -0.565 -0.302
C 2.174 -0.358 0.063
H -2.937 -0.739 -1.350
H 2.075 -1.326 0.604
H 0.545 -0.104 -1.230
H 0.776 1.144 -0.012
H -1.155 1.615 -0.054
H -2.325 0.879 1.573
H 2.820 0.298 0.595
H 2.693 -0.578 -0.865

* HOMO energy (spin up / spin down): -7.3 / -8.2 eV
* spin multiplicity: 3
* expectation value of S²: 2.01
* LUMO level (spin up / spin down): 0.90 / -1.68 eV



[3]
DFT (ωB97M-V/def2-TZVPD) results for 2 unconnected molecules or ions with the total composition C3H8S at a distorted geometry.

Geometry (Å):
S -2.366 -0.565 1.722
C 1.776 0.199 -1.237
C 1.006 -0.894 -1.177
C -1.060 0.551 1.120
H 0.408 -1.032 -2.079
H -1.402 1.574 1.183
H 2.671 0.341 -0.628
H 2.131 0.509 -2.219
H -3.326 0.296 2.074
H -0.812 0.355 0.066
H -0.132 0.395 1.668
H 1.106 -1.729 -0.493

* SMILES string: C=C.CS
* HOMO energy: -8.9 eV
* spin multiplicity: 1
* LUMO level: 1.06 eV



[4]
DFT (ωB97M-V/def2-TZVPD) results for C3H8S in the gas phase at a distorted geometry.

Geometry (Å):
S 2.021 -0.050 0.052
C -0.282 1.358 -0.078
C -0.643 -1.208 -0.015
C 0.216 0.010 0.378
H 0.338 0.149 1.402
H -1.054 1.358 -0.862
H -1.769 -1.123 0.362
H -0.768 -1.259 -1.070
H -0.722 2.037 0.640
H 2.403 -1.048 -0.725
H 0.548 1.944 -0.406
H -0.289 -2.168 0.322

* SMILES string: CC(C)S
* HOMO energy: -8.9 eV
* spin multiplicity: 1
* LUMO level: 0.99 eV



[5]
DFT (ωB97M-V/def2-TZVPD) results for C3H8S in the gas phase at a distorted geometry.

Geometry (Å):
S -0.647 0.744 -1.006
C 1.721 -0.450 -0.092
C 0.662 0.597 0.246
C -2.037 -0.044 -0.127
H 1.108 1.580 0.339
H 2.633 -0.281 0.472
H -2.210 0.443 0.822
H -1.793 -1.099 0.014
H -2.879 0.022 -0.804
H 0.180 0.365 1.190
H 1.929 -0.432 -1.164
H 1.334 -1.445 0.110

* SMILES string: CCSC
* HOMO energy: -8.5 eV
* spin multiplicity: 1
* LUMO level: 1.12 eV



[6]
DFT (ωB97M-V/def2-TZVPD) results for 2 unconnected molecules or ions with the total composition C3H8S2.

Geometry (Å):
S -1.811 1.031 1.872
S -3.353 2.079 2.873
C 2.983 -3.078 -3.225
C 4.215 -0.918 -3.398
C 4.114 -2.204 -3.656
H -3.917 0.971 3.351
H 3.442 -0.435 -2.808
H 2.093 -2.881 -3.819
H 4.983 -2.643 -4.144
H 5.044 -0.303 -3.713
H 3.247 -4.130 -3.264
H 2.695 -2.967 -2.174
H -1.699 0.060 2.784

* SMILES string: C=CC.SS
* HOMO energy: -8.8 eV
* spin multiplicity: 1
* LUMO level: 0.15 eV



[7]
DFT (ωB97M-V/def2-TZVPD) results for 2 unconnected molecules or ions with the total composition C3H8S2 at a distorted geometry.

Geometry (Å):
S 0.419 -0.708 0.538
S -0.896 -0.089 2.005
C 0.824 1.256 -2.797
C -0.704 -1.511 -0.617
C 1.067 1.718 -1.566
H -0.389 -1.365 -1.645
H 0.411 1.945 -3.523
H 0.565 2.643 -1.329
H -0.777 1.215 1.719
H -1.711 -1.125 -0.507
H 1.094 0.230 -3.012
H -0.720 -2.592 -0.490
H 1.849 1.291 -0.968

* SMILES string: C=C.CSS
* HOMO energy: -8.7 eV
* spin multiplicity: 1
* LUMO level: 0.56 eV



[8]
DFT (ωB97M-V/def2-TZVPD) results for a molecular structure, C3H8S2 at a distorted geometry.

Geometry (Å):
S -2.265 1.089 -1.376
S 2.743 -0.553 0.966
C 1.071 -0.915 0.513
C 0.144 0.310 0.089
C -1.089 0.053 -0.761
H -3.258 1.058 0.081
H 0.706 0.950 -0.651
H -0.539 -0.536 -1.589
H 0.392 -1.465 1.226
H 1.347 -1.733 -0.151
H -1.656 -0.705 -0.356
H 2.292 1.230 1.379
H 0.112 1.216 0.629

* HOMO energy: -9.1 eV
* spin multiplicity: 1
* LUMO level: -0.45 eV